## one
This record from the OMol25 dataset describes a cluster of 2 separate species, C5H13NOS in total. The level of theory is ωB97M-V/def2-TZVPD.

Geometry as ORCA input:
```
! wB97M-V def2-TZVPD RIJCOSX def2/J DEFGRID3
* xyz 0 1
H -1.30792 0.24854 -3.53235
N 0.62181 -2.09129 1.23217
H -2.32680 -0.26833 -0.68161
C -0.67007 0.89814 -2.93132
H 2.75630 0.35083 1.75240
C -1.44413 0.25305 -0.31366
H -1.10237 -0.34459 0.52869
C 2.63203 -0.67617 1.46060
O 0.75823 -0.66814 2.95384
H 2.68997 -0.76839 0.38415
H -1.28399 1.73588 -2.62049
C 1.28510 -1.15090 1.96395
H 3.37798 -1.32511 1.89987
H -0.80013 2.23886 0.37368
S -0.07720 0.00553 -1.46719
H 1.10211 -2.67115 0.55847
H -2.41007 1.71671 0.86409
H 0.20478 1.16370 -3.50137
C -1.68408 1.70011 0.04503
H -0.08436 -2.55176 1.79144
H -2.23720 2.20448 -0.76039
*
```

Computed properties:
- HOMO (hartree) = -0.309
- SMILES string = CC(N)=O.CCSC
- lowest unoccupied orbital energy (eV) = 0.78

Now the natural (NBO) charges, all in e: 0.208 -0.832 0.207 -0.742 0.243 -0.532 0.237 -0.713 -0.620 0.223 0.216 0.676 0.231 0.223 0.161 0.393 0.215 0.227 -0.624 0.399 0.200

---

## two
This record from the OMol25 dataset describes a cluster of 2 separate species, C5H13NOS in total. The level of theory is ωB97M-V/def2-TZVPD.

Geometry as ORCA input:
```
! wB97M-V def2-TZVPD RIJCOSX def2/J DEFGRID3
* xyz 0 1
N -0.20834 -0.48867 -0.05934
C 1.04747 -0.15076 0.80166
O -3.89391 -0.85633 0.47745
H 1.69838 0.78031 -1.76733
H 0.63338 0.02647 1.83300
H 2.27222 -0.99996 -1.36211
H -0.11424 -1.50493 0.03442
C 2.48737 1.01813 -0.99525
H 0.94073 1.98020 0.32138
H -4.48000 -0.10935 0.32950
H 2.41679 1.46907 1.09347
H 1.65582 -1.06401 0.73935
S 3.93042 -0.13211 -1.07123
H -1.61817 -0.38135 1.57199
C 1.67881 1.11450 0.29958
H -2.69168 -0.62087 -1.25276
H -2.41618 -2.03332 -0.10856
H 2.67715 1.97524 -1.46628
H -1.78264 0.99432 0.29288
C -1.53369 -0.07176 0.46162
C -2.69970 -0.94481 -0.17343
*
```

Computed properties:
- HOMO (hartree) = -0.333
- lowest unoccupied orbital energy (eV) = -0.62

Now the natural (NBO) charges, all in e: -0.651 -0.228 -0.725 0.210 0.190 0.175 0.350 -0.557 0.223 0.482 0.206 0.210 -0.055 0.163 -0.439 0.156 0.167 0.223 0.190 -0.247 -0.044

---

We find one to be the most stable, with the next structure 4.585 eV higher.